(1)
Molecular formula: C28H36Cl2IrN2O2S
Method: DFT, wB97M-V/def2-TZVPD

Geometry (Å):
Ir -0.562 -0.142 -0.819
C 2.065 -0.356 0.526
C 1.181 -0.659 1.592
C 0.197 0.422 1.640
C 0.467 1.269 0.508
C 1.689 0.835 -0.124
C 2.474 1.627 -1.128
C 2.229 3.127 -0.908
C 3.971 1.329 -0.998
C 2.006 1.259 -2.547
C -0.808 0.874 2.669
C -0.096 1.145 4.009
C -1.939 -0.158 2.818
C -1.488 2.196 2.276
C 1.298 -1.993 2.280
C 0.262 -2.910 1.584
C 1.053 -2.025 3.790
C 2.690 -2.610 2.061
H 2.947 -0.912 0.277
H 0.093 2.278 0.440
H 2.383 3.392 0.135
H 1.221 3.413 -1.205
H 2.929 3.701 -1.508
H 4.300 1.459 0.030
H 4.537 2.012 -1.626
H 4.201 0.316 -1.316
H 0.929 1.420 -2.651
H 2.220 0.219 -2.768
H 2.528 1.880 -3.271
H 0.485 0.303 4.352
H -0.840 1.383 4.764
H 0.568 1.999 3.902
H -1.593 -1.096 3.234
H -2.387 -0.345 1.841
H -2.706 0.247 3.474
H -0.773 3.011 2.194
H -2.189 2.470 3.061
H -2.048 2.116 1.346
H -0.752 -2.550 1.731
H 0.347 -3.913 1.993
H 0.458 -2.962 0.514
H 0.046 -1.738 4.064
H 1.775 -1.392 4.298
H 1.207 -3.041 4.147
H 2.861 -2.906 1.030
H 2.784 -3.505 2.671
H 3.471 -1.923 2.372
Cl -3.002 -6.525 -4.061
C -2.612 -5.205 -3.058
C -3.182 -5.081 -1.781
C -2.861 -4.014 -0.977
Cl -3.528 -3.858 0.580
C -1.937 -2.974 -1.406
O -1.682 -2.022 -0.634
C -1.363 -3.153 -2.725
C -0.426 -2.199 -3.246
O 0.090 -1.253 -2.654
C -1.714 -4.245 -3.514
H -3.873 -5.833 -1.429
H -0.141 -2.362 -4.298
H -1.261 -4.369 -4.486
S -2.532 1.117 -1.573
C -2.007 2.736 -1.735
N -1.603 3.203 -2.963
C -1.277 4.499 -3.140
C -1.364 5.366 -2.082
C -1.778 4.828 -0.848
N -2.069 3.560 -0.700
H -1.598 2.560 -3.750
H -0.964 4.807 -4.128
H -1.131 6.411 -2.186
H -1.878 5.442 0.037

Net charge: +2
2S+1: 2
⟨S²⟩: 0.90
E in Eh: -2770.78672

Results of the Mulliken charge analysis, in e, for atoms 1 through 6: number 1, Ir, carries 2.3027; number 2, C, carries -0.6737; number 3, C, carries 0.1772; number 4, C, carries 0.3418; number 5, C, carries -0.4402; number 6, C, carries -1.2030

***

(2)
Molecular formula: C28H36CsN2O6Te
Method: DFT, wB97M-V/def2-TZVPD

Geometry (Å):
Cs -0.440 0.711 -1.187
C -1.986 2.095 3.314
C -2.242 1.450 1.963
O -1.292 1.294 1.205
C -3.585 1.046 1.589
C -4.640 1.247 2.496
C -5.945 0.908 2.218
C -6.237 0.356 0.970
C -5.239 0.135 0.053
C -3.861 0.439 0.302
O -2.993 0.160 -0.582
H -0.922 2.303 3.390
H -2.282 1.432 4.128
H -2.545 3.027 3.408
H -4.421 1.692 3.458
H -6.726 1.078 2.948
H -7.258 0.100 0.708
H -5.489 -0.263 -0.928
C 0.696 -4.406 0.097
O 0.758 -3.015 0.303
C 1.804 -2.373 -0.393
C 1.543 -2.313 -1.899
O 2.188 -1.237 -2.533
C 3.592 -1.362 -2.635
H 1.669 -4.872 0.300
H 0.387 -4.663 -0.923
H -0.043 -4.794 0.795
H 2.756 -2.869 -0.155
H 1.881 -1.361 0.014
H 0.477 -2.153 -2.067
H 1.797 -3.274 -2.374
H 3.873 -2.269 -3.189
H 4.077 -1.376 -1.656
H 3.941 -0.479 -3.164
C 6.035 5.837 3.796
C 5.421 4.818 2.870
C 5.219 3.506 3.269
C 4.661 2.557 2.418
C 4.475 1.155 2.932
C 4.286 2.911 1.110
Te 3.520 1.442 -0.218
C 4.472 4.247 0.707
C 4.108 4.736 -0.671
C 5.034 5.169 1.585
H 6.265 5.395 4.766
H 5.360 6.680 3.961
H 6.963 6.239 3.381
H 5.502 3.208 4.275
H 4.795 1.074 3.974
H 5.048 0.449 2.328
H 3.430 0.852 2.850
H 3.367 4.088 -1.131
H 4.991 4.734 -1.317
H 3.722 5.758 -0.630
H 5.168 6.194 1.249
O -5.467 -4.560 -0.085
C -5.583 -3.217 -0.496
N -4.452 -2.780 -1.279
C -4.245 -3.367 -2.486
O -4.988 -4.274 -2.863
C -3.086 -2.914 -3.263
C -2.678 -3.670 -4.365
C -1.567 -3.250 -5.076
C -0.889 -2.124 -4.635
N -1.248 -1.402 -3.576
C -2.360 -1.773 -2.949
H -5.488 -5.063 -0.911
H -5.662 -2.586 0.383
H -6.477 -3.098 -1.115
H -3.805 -2.100 -0.906
H -3.243 -4.554 -4.628
H -1.210 -3.781 -5.947
H 0.016 -1.799 -5.139
H -2.701 -1.131 -2.142

Net charge: -1
2S+1: 1
E in Eh: -1937.74721

Results of the Mulliken charge analysis, in e, for atoms 1 through 6: number 1, Cs, carries 1.1649; number 2, C, carries -1.4843; number 3, C, carries 1.0055; number 4, O, carries -0.4536; number 5, C, carries 0.3901; number 6, C, carries -0.3823

***

(3)
Molecular formula: C28H36FeN10O8Si2
Method: DFT, wB97M-V/def2-TZVPD

Geometry (Å):
Fe -0.434 0.373 0.359
C 1.077 2.815 2.358
Si -0.348 1.621 2.758
C -0.268 1.637 4.693
C -2.163 2.114 2.556
C 0.190 -0.088 2.232
C 1.553 -0.085 1.720
C 2.751 -0.251 2.434
C 3.949 -0.204 1.750
C 3.947 -0.012 0.371
C 2.733 0.140 -0.270
N 1.585 0.118 0.395
Si -0.191 -1.754 3.009
C -2.010 -2.242 3.241
C 0.401 -1.692 4.842
C 0.900 -3.181 2.362
H 0.737 3.849 2.407
H 1.468 2.645 1.354
H 1.894 2.692 3.072
H -0.350 2.668 5.061
H 0.666 1.214 5.069
H -1.096 1.068 5.124
H -2.321 3.074 3.055
H -2.806 1.356 3.004
H -2.439 2.239 1.516
H 2.718 -0.385 3.506
H 4.887 -0.315 2.283
H 4.869 0.010 -0.194
H 2.658 0.264 -1.343
H -2.295 -2.166 4.293
H -2.176 -3.276 2.923
H -2.662 -1.594 2.669
H -0.176 -0.978 5.430
H 1.456 -1.421 4.925
H 0.282 -2.682 5.300
H 1.407 -2.895 1.441
H 0.307 -4.072 2.137
H 1.661 -3.464 3.092
O -1.324 0.730 -3.566
C -0.765 1.108 -2.525
O -0.401 0.336 -1.586
C -0.516 2.579 -2.333
C -0.317 3.354 -3.438
C -0.107 4.737 -3.322
C -0.153 5.332 -2.073
C -0.421 4.583 -0.941
C -0.549 3.138 -1.001
O -0.698 2.407 0.011
N -0.584 5.318 0.270
O -0.129 6.462 0.324
O -1.225 4.842 1.183
N 0.103 5.533 -4.477
O 0.126 4.993 -5.575
O 0.259 6.744 -4.345
H -0.320 2.895 -4.417
H -0.032 6.399 -1.971
N -2.416 -3.029 -0.388
C -1.093 -2.642 -0.413
O -0.735 -1.747 0.395
C -0.255 -3.311 -1.340
C 1.092 -2.942 -1.522
N 2.212 -2.690 -1.651
C -0.741 -4.418 -2.052
N -1.164 -5.354 -2.590
H -2.905 -2.824 0.469
H -2.652 -3.888 -0.858
C -6.760 1.241 -1.194
C -6.117 0.605 -2.429
C -5.202 1.598 -3.143
C -5.351 -0.679 -2.057
N -4.378 -0.467 -1.016
C -3.118 -0.029 -1.112
N -2.644 0.122 0.101
N -3.627 -0.239 0.938
N -4.674 -0.594 0.291
H -7.501 1.985 -1.491
H -6.008 1.739 -0.582
H -7.248 0.485 -0.577
H -6.910 0.298 -3.118
H -4.397 1.934 -2.487
H -5.767 2.479 -3.453
H -4.746 1.153 -4.028
H -4.826 -1.064 -2.932
H -6.045 -1.437 -1.695
H -2.601 0.127 -2.049

Net charge: -2
2S+1: 1
E in Eh: -4080.75378

Results of the Mulliken charge analysis, in e, for atoms 1 through 6: number 1, Fe, carries 0.0376; number 2, C, carries -1.1596; number 3, Si, carries 0.8748; number 4, C, carries -1.4448; number 5, C, carries -1.0704; number 6, C, carries 4.0331

***

(4)
Molecular formula: C28H36N4O7S
Method: DFT, wB97M-V/def2-TZVPD

Geometry (Å):
C 4.866 0.866 0.770
C 4.489 2.145 1.505
O 3.441 2.818 0.815
C 2.253 2.923 1.444
O 2.059 2.576 2.590
N 1.334 3.568 0.686
C 1.479 3.741 -0.743
C 0.749 2.617 -1.478
C -0.726 2.603 -1.070
N -1.420 1.506 -1.713
C -2.349 1.682 -2.676
O -2.762 2.766 -3.032
C -2.877 0.386 -3.224
C -3.482 -0.507 -2.354
C -4.005 -1.707 -2.824
C -4.674 -2.657 -1.893
O -5.728 -3.201 -2.135
N -4.057 -2.842 -0.678
C -2.757 -2.500 -0.311
C -1.698 -2.637 -1.211
C -0.421 -2.268 -0.834
C -0.193 -1.773 0.438
S 1.445 -1.186 0.859
O 1.447 0.232 0.631
O 2.412 -1.965 0.134
N 1.491 -1.480 2.492
C 2.255 -0.561 3.316
C 1.874 -0.772 4.778
C 2.133 -2.223 5.178
C 1.370 -3.158 4.243
C 1.755 -2.871 2.794
C -1.227 -1.656 1.347
C -2.506 -2.033 0.981
C -3.959 -1.985 -4.185
C -3.350 -1.096 -5.052
C -2.800 0.092 -4.587
C -2.055 1.024 -5.509
O -0.662 0.985 -5.263
C -0.838 2.475 0.452
C -0.042 3.589 1.133
H 5.638 0.337 1.324
H 5.242 1.102 -0.222
H 3.994 0.225 0.662
H 4.154 1.929 2.525
H 5.338 2.836 1.540
H 2.537 3.744 -0.995
H 1.044 4.711 -1.008
H 0.837 2.746 -2.557
H 1.203 1.667 -1.190
H -1.223 3.517 -1.415
H -1.067 0.581 -1.521
H -3.565 -0.247 -1.308
H -4.636 -3.281 0.026
H -1.881 -3.036 -2.196
H 0.417 -2.371 -1.506
H 2.016 0.452 2.991
H 3.333 -0.734 3.185
H 0.817 -0.538 4.909
H 2.454 -0.090 5.398
H 1.822 -2.392 6.211
H 3.202 -2.434 5.109
H 0.297 -2.998 4.363
H 1.591 -4.201 4.476
H 1.163 -3.474 2.101
H 2.816 -3.105 2.629
H -1.018 -1.269 2.332
H -3.321 -1.952 1.684
H -4.394 -2.903 -4.550
H -3.306 -1.324 -6.107
H -2.354 2.057 -5.318
H -2.270 0.774 -6.557
H -0.338 0.096 -5.444
H -1.884 2.517 0.761
H -0.410 1.517 0.753
H -0.044 3.456 2.215
H -0.466 4.568 0.885

Net charge: 0
2S+1: 1
SMILES: CCOC(=O)N1CCC(NC(=O)c2cc(C(=O)Nc3ccc(S(=O)(=O)N4CCCCC4)cc3)ccc2CO)CC1
E in Eh: -2232.54725

Results of the natural (NBO) charge analysis, in e, for atoms 1 through 6: number 1, C, carries -0.6312; number 2, C, carries -0.0724; number 3, O, carries -0.5291; number 4, C, carries 0.9205; number 5, O, carries -0.6893; number 6, N, carries -0.4496

***

(5)
Molecular formula: C28H36N5O4S
Method: DFT, wB97M-V/def2-TZVPD

Geometry (Å):
C 7.608 1.070 3.808
C 7.029 0.490 2.540
O 7.147 1.425 1.439
C 6.048 1.771 0.778
O 5.617 1.135 -0.148
C 5.393 3.055 1.190
C 4.798 3.113 2.608
C 3.261 3.233 2.605
C 2.477 1.960 2.432
C 1.392 1.657 3.224
C 0.673 0.495 3.013
C -0.488 0.214 3.921
O -0.361 0.277 5.090
O -1.662 0.003 3.317
C 1.036 -0.385 2.028
C 2.140 -0.101 1.239
S 2.679 -1.230 0.048
N 2.813 1.059 1.459
H 7.527 2.149 3.773
H 8.662 0.847 3.868
H 7.100 0.704 4.688
H 7.574 -0.391 2.232
H 5.996 0.181 2.660
H 4.616 3.226 0.457
H 6.117 3.845 1.036
H 5.185 3.982 3.117
H 5.088 2.270 3.220
H 2.944 3.651 3.550
H 2.935 3.939 1.850
H 1.104 2.328 4.011
H -1.582 -0.530 2.516
H 0.506 -1.305 1.859
H 3.222 -0.360 -0.802
H 3.603 1.246 0.845
N 0.570 -2.803 -2.578
C 1.523 -3.656 -3.069
C 0.995 -4.296 -4.155
C -0.329 -3.811 -4.330
C -0.565 -2.894 -3.340
H 0.686 -2.207 -1.782
H 2.492 -3.737 -2.607
H 1.499 -5.029 -4.761
H -1.027 -4.108 -5.094
H -1.436 -2.302 -3.114
N -1.200 -1.058 -6.486
C -0.592 0.159 -6.622
C -0.581 0.477 -7.954
C -1.207 -0.593 -8.649
C -1.577 -1.524 -7.715
H -1.333 -1.544 -5.619
H -0.221 0.694 -5.765
H -0.170 1.375 -8.384
H -1.366 -0.670 -9.710
H -2.074 -2.472 -7.822
N -4.087 -1.206 1.288
C -4.253 -1.670 2.572
C -4.957 -2.839 2.503
C -5.217 -3.100 1.128
C -4.671 -2.077 0.404
H -3.642 -0.345 1.032
H -3.882 -1.119 3.417
H -5.258 -3.441 3.343
H -5.754 -3.940 0.720
H -4.662 -1.887 -0.655
N -8.259 0.745 1.494
C -6.895 0.718 1.534
C -6.452 2.012 1.434
C -7.598 2.848 1.327
C -8.697 2.035 1.367
H -8.851 -0.063 1.547
H -6.364 -0.210 1.638
H -5.422 2.328 1.441
H -7.613 3.921 1.233
H -9.747 2.264 1.318

Net charge: +1
2S+1: 1
E in Eh: -2061.19627

Results of the Mulliken charge analysis, in e, for atoms 1 through 6: number 1, C, carries -1.1524; number 2, C, carries -0.1985; number 3, O, carries -0.3626; number 4, C, carries 0.4606; number 5, O, carries -0.5760; number 6, C, carries -0.8288

***

(6)
Molecular formula: C28H36N6O4P2RuS
Method: DFT, wB97M-V/def2-TZVPD

Geometry (Å):
Ru 0.038 0.485 0.177
C 5.692 -0.645 -6.658
C 4.903 -0.686 -5.384
C 3.680 -1.355 -5.318
C 2.962 -1.416 -4.137
C 3.481 -0.789 -3.008
C 4.701 -0.114 -3.042
C 5.399 -0.069 -4.232
S 2.606 -0.876 -1.514
O 1.714 -1.997 -1.522
O 3.485 -0.632 -0.412
N 1.502 0.477 -1.451
C 1.538 1.302 -2.416
C -0.842 -1.574 -2.195
O -0.616 -1.891 -3.273
O -1.084 -1.216 -1.104
H 5.134 -1.066 -7.490
H 6.617 -1.213 -6.545
H 5.971 0.379 -6.907
H 3.294 -1.848 -6.201
H 2.028 -1.958 -4.083
H 5.100 0.341 -2.145
H 6.354 0.440 -4.270
H 2.231 1.189 -3.246
H 0.856 2.142 -2.420
C 1.727 -2.585 1.456
P 1.106 -0.905 1.752
C 0.094 -1.202 3.250
C 2.502 0.014 2.499
C 1.999 1.423 2.792
P 1.143 2.083 1.312
C 2.507 2.844 0.379
C 0.264 3.518 1.999
H 1.955 -3.045 2.419
H 2.622 -2.577 0.843
H 0.967 -3.181 0.950
H 0.757 -1.540 4.048
H -0.640 -1.990 3.080
H -0.429 -0.305 3.577
H 3.329 0.026 1.791
H 2.837 -0.493 3.405
H 2.805 2.103 3.072
H 1.281 1.419 3.616
H 3.012 3.579 1.007
H 2.153 3.348 -0.520
H 3.222 2.072 0.091
H 0.993 4.215 2.416
H -0.395 3.197 2.805
H -0.325 4.040 1.246
N -8.145 -4.903 4.322
C -7.374 -4.133 3.960
C -6.405 -3.172 3.508
C -5.992 -2.150 4.360
C -5.051 -1.232 3.929
C -4.546 -1.337 2.643
C -4.957 -2.341 1.781
C -5.886 -3.269 2.220
N -3.570 -0.385 2.197
C -3.617 0.979 2.366
C -2.476 1.469 1.816
N -1.720 0.423 1.328
C -2.419 -0.674 1.565
H -6.400 -2.087 5.359
H -4.705 -0.451 4.593
H -4.574 -2.391 0.770
H -6.222 -4.060 1.564
H -4.456 1.467 2.831
H -2.170 2.493 1.713
H -2.123 -1.680 1.321
N -2.397 1.500 -1.432
C -3.076 2.526 -1.973
C -2.250 3.624 -1.925
C -1.080 3.159 -1.318
N -1.170 1.865 -1.018
H -2.727 0.568 -1.245
H -4.077 2.400 -2.352
H -2.462 4.618 -2.279
H -0.180 3.709 -1.092

Net charge: +2
2S+1: 1
E in Eh: -2893.47298

Results of the Mulliken charge analysis, in e, for atoms 1 through 6: number 1, Ru, carries 0.1996; number 2, C, carries -1.4252; number 3, C, carries 1.0047; number 4, C, carries -0.9851; number 5, C, carries -0.1623; number 6, C, carries -1.2182

***

Question: The lowest net charge belongs to which entry?
Answer: C28H36FeN10O8Si2